DFT (wB97M-V/def2-TZVPD) results for a structure of composition C34H54IrN6OPS2Si3 in a non-equilibrium geometry.

Computed properties:
energy	-3842.1777	Eh
ΔE to the lowest compared entry with this formula, charge and spin	139.5	kcal per mole
molar mass	934.430	g/mol
multiplicity	5
HOMO level (alpha / beta)	-0.2336 / -0.2829	Ha

Each line ends with the Löwdin charge.
Geometry (Å):
Ir  -0.003  0.422  0.746  0.9026
C  -5.177  -1.611  1.858  -0.1644
Si  -3.369  -1.080  1.580  0.4635
C  -2.569  -1.029  3.312  -0.1499
C  -3.182  0.693  0.896  -0.1754
C  -2.559  -2.118  0.224  -0.6638
Si  -3.428  -2.746  -1.333  0.4659
C  -4.889  -1.635  -1.860  -0.1689
C  -2.246  -2.815  -2.832  -0.1972
C  -4.110  -4.500  -0.971  -0.1698
Si  0.104  -3.132  1.757  0.5298
C  -1.295  -4.166  2.521  -0.1673
C  1.428  -4.224  0.928  -0.1900
C  0.906  -1.860  2.980  -0.3644
C  0.689  -2.121  4.410  0.0145
C  2.114  -2.197  4.747  -0.1195
C  3.075  -0.592  3.557  -0.0876
C  2.379  0.561  2.804  -0.2729
N  1.833  -0.095  1.631  -0.0948
H  -5.665  -0.918  2.535  0.0309
H  -5.240  -2.598  2.302  0.0291
H  -5.755  -1.630  0.944  -0.0019
H  -3.109  -0.324  3.938  0.0458
H  -1.544  -0.680  3.260  -0.0024
H  -2.577  -1.991  3.814  0.0222
H  -3.492  1.458  1.598  0.0383
H  -3.722  0.832  -0.034  0.0243
H  -2.109  0.860  0.679  -0.0671
H  -4.552  -0.644  -2.144  0.0252
H  -5.612  -1.512  -1.063  0.0012
H  -5.414  -2.059  -2.710  0.0301
H  -2.032  -1.810  -3.182  0.0139
H  -2.668  -3.365  -3.667  0.0307
H  -1.300  -3.277  -2.573  0.0064
H  -4.787  -4.484  -0.123  0.0201
H  -3.318  -5.205  -0.742  0.0222
H  -4.660  -4.887  -1.824  0.0258
H  -2.258  -3.741  2.244  -0.0022
H  -1.233  -4.214  3.602  0.0303
H  -1.257  -5.182  2.142  0.0329
H  0.951  -5.046  0.402  0.0262
H  2.106  -4.649  1.662  0.0288
H  2.015  -3.663  0.207  0.0314
H  -0.189  -2.130  5.027  0.1107
H  2.500  -2.998  5.373  0.1507
H  4.146  -0.564  3.353  0.1548
H  2.999  1.453  2.679  0.1405
S  0.050  2.109  2.656  0.5694
C  0.962  0.715  3.416  -0.7091
C  0.829  0.695  4.875  -0.0058
C  1.766  0.142  5.672  -0.1699
C  1.694  0.204  7.075  -0.1834
N  1.638  0.246  8.222  0.1773
C  2.784  -0.768  5.076  -0.2721
C  2.442  -1.968  3.267  -0.1314
C  0.705  -0.449  2.420  -0.5882
S  -0.805  -2.029  0.039  0.6399
C  3.990  -0.888  5.838  -0.1716
N  4.980  -1.018  6.401  0.1872
H  0.011  1.255  5.306  0.1157
H  3.018  -2.663  2.669  0.1359
O  -0.096  1.431  -1.256  -0.3996
P  0.675  2.037  -2.369  0.5752
N  0.414  1.136  -3.753  -0.1790
C  0.832  -0.261  -3.556  -0.1961
C  1.409  -0.716  -4.895  -0.1569
C  1.892  0.586  -5.529  -0.1656
C  0.827  1.581  -5.078  -0.2058
N  2.306  2.095  -2.053  -0.1800
C  2.871  1.823  -0.732  -0.2132
C  4.349  2.159  -0.904  -0.1606
C  4.304  3.347  -1.861  -0.1628
C  3.214  2.922  -2.841  -0.2052
N  0.236  3.607  -2.781  -0.1954
C  -1.073  3.791  -3.420  -0.2026
C  -1.769  4.901  -2.629  -0.1625
C  -0.601  5.664  -2.007  -0.1648
C  0.347  4.530  -1.642  -0.2018
H  -0.019  -0.867  -3.240  0.0883
H  1.593  -0.311  -2.768  0.1084
H  0.632  -1.166  -5.512  0.1123
H  2.209  -1.441  -4.760  0.1115
H  1.968  0.528  -6.613  0.1105
H  2.866  0.863  -5.128  0.0955
H  -0.036  1.531  -5.753  0.1189
H  1.184  2.609  -5.045  0.1031
H  2.706  0.783  -0.447  0.0826
H  2.418  2.462  0.035  0.1057
H  4.879  1.325  -1.367  0.1157
H  4.827  2.390  0.044  0.1113
H  5.255  3.536  -2.359  0.1111
H  4.006  4.246  -1.320  0.1093
H  3.656  2.321  -3.644  0.1031
H  2.681  3.760  -3.293  0.1033
H  -1.645  2.859  -3.420  0.1107
H  -0.908  4.094  -4.460  0.1121
H  -2.387  4.471  -1.841  0.1142
H  -2.389  5.525  -3.270  0.1095
H  -0.889  6.255  -1.140  0.1136
H  -0.136  6.317  -2.746  0.1146
H  0.020  4.053  -0.708  0.1175
H  1.383  4.855  -1.523  0.1113

DFT (wB97M-V/def2-TZVPD) results for a cluster of 9 separate species, C34H54O18 in total in a non-equilibrium geometry.

Computed properties:
SMILES string	O=C1CCCO1.O=C1CCCO1.O=C1CCCO1.O=C1CCCO1.O=C1CCCO1.O=C1CCCO1.O=C1CCCO1.O=C1CCCO1.OCCO
energy	-2682.3024	Eh
ΔE to the lowest compared entry with this formula, charge and spin	0.0	kcal per mole
molar mass	750.788	g/mol
HOMO level	-0.3548	Ha

Each line ends with the Löwdin charge.
Geometry (Å):
C  4.245  -2.835  1.746  -0.2587
C  4.592  -1.753  0.763  -0.2127
O  4.103  -2.087  -0.559  -0.0474
O  4.896  -3.976  1.271  -0.0510
H  3.180  -3.147  1.794  0.1187
H  4.589  -2.563  2.713  0.1135
H  5.673  -1.527  0.833  0.1243
H  4.203  -0.812  1.159  0.1019
H  4.121  -3.027  -0.644  0.0588
H  5.450  -4.231  1.982  0.0695
O  3.128  3.570  -0.402  0.1462
C  2.460  3.844  -1.334  -0.5052
O  1.147  3.984  -1.224  0.0281
C  0.607  4.431  -2.492  -0.1234
C  1.608  4.031  -3.563  -0.1596
C  2.856  4.054  -2.774  -0.0905
H  0.583  5.518  -2.398  0.1324
H  -0.407  3.972  -2.644  0.1269
H  1.553  4.673  -4.465  0.1313
H  1.560  3.079  -4.035  0.0987
H  3.315  4.963  -2.838  0.0958
H  3.683  3.384  -3.145  0.1549
O  -2.132  2.002  3.394  0.1097
C  -2.200  2.890  2.594  -0.5036
O  -2.274  2.642  1.267  -0.0271
C  -2.391  3.857  0.528  -0.1383
C  -1.885  4.979  1.471  -0.1134
C  -2.179  4.363  2.840  -0.0675
H  -3.447  3.964  0.238  0.1283
H  -1.784  3.693  -0.386  0.1152
H  -2.479  5.857  1.210  0.1145
H  -0.838  5.178  1.310  0.0866
H  -3.137  4.689  3.132  0.1114
H  -1.464  4.524  3.664  0.1375
O  -0.198  -3.608  -3.464  0.0833
C  -0.487  -2.595  -4.071  -0.4518
O  -1.493  -1.772  -3.715  0.0004
C  -1.698  -0.622  -4.662  -0.0921
C  -0.432  -0.577  -5.476  -0.1427
C  0.171  -1.993  -5.312  -0.0584
H  -1.790  0.207  -3.967  0.0928
H  -2.691  -0.878  -5.098  0.1381
H  0.219  0.184  -5.015  0.1110
H  -0.550  -0.337  -6.516  0.1059
H  1.247  -1.948  -5.221  0.1179
H  0.010  -2.608  -6.211  0.1273
O  -7.712  0.033  -0.910  0.1527
C  -6.609  0.067  -0.546  -0.5007
O  -5.786  1.173  -0.605  0.0118
C  -4.444  0.818  -0.097  -0.1220
C  -4.388  -0.738  0.008  -0.1268
C  -5.876  -1.052  0.180  -0.0942
H  -4.320  1.295  0.848  0.1007
H  -3.750  1.189  -0.826  0.1048
H  -3.749  -1.121  0.781  0.1037
H  -4.166  -1.069  -1.041  0.1300
H  -6.136  -1.093  1.221  0.1165
H  -6.075  -2.065  -0.161  0.1192
O  2.108  -0.942  3.388  0.1034
C  1.142  -1.605  3.610  -0.4453
O  0.424  -1.306  4.700  0.0235
C  -0.721  -2.135  4.941  -0.1110
C  -0.669  -3.250  3.848  -0.1170
C  0.429  -2.796  2.869  -0.0486
H  -1.594  -1.575  4.641  0.1223
H  -0.680  -2.507  5.912  0.1040
H  -1.664  -3.336  3.407  0.1152
H  -0.391  -4.133  4.314  0.0814
H  0.023  -2.459  1.951  0.0726
H  1.063  -3.598  2.583  0.0908
O  1.566  5.527  2.104  0.0730
C  1.836  4.382  2.456  -0.4828
O  0.949  3.399  2.649  -0.0041
C  1.596  2.121  3.117  -0.0786
C  3.102  2.352  2.846  -0.1303
C  3.206  3.877  2.908  -0.0779
H  1.165  1.316  2.505  0.0991
H  1.210  2.045  4.112  0.1214
H  3.379  1.938  1.873  0.0970
H  3.690  1.745  3.560  0.1192
H  3.980  4.291  2.243  0.1245
H  3.386  4.366  3.841  0.1156
O  -1.174  1.649  -2.195  0.0785
C  -0.345  0.964  -1.638  -0.4645
O  0.439  0.133  -2.332  0.0155
C  1.213  -0.740  -1.501  -0.1375
C  1.309  -0.036  -0.149  -0.1055
C  0.042  0.910  -0.169  -0.0367
H  2.237  -0.831  -1.885  0.1181
H  0.745  -1.745  -1.427  0.1200
H  2.241  0.537  -0.090  0.1073
H  1.230  -0.747  0.699  0.1054
H  0.212  1.905  0.193  0.0928
H  -0.866  0.527  0.370  0.1409
O  -1.201  -2.876  -0.052  0.0691
C  -0.863  -4.015  -0.371  -0.4577
O  0.350  -4.495  0.069  -0.0089
C  0.641  -5.802  -0.511  -0.1311
C  -0.427  -5.995  -1.596  -0.1581
C  -1.542  -4.989  -1.271  -0.0869
H  0.507  -6.596  0.267  0.1268
H  1.680  -5.900  -0.886  0.1294
H  -0.804  -7.056  -1.614  0.1263
H  -0.104  -5.755  -2.608  0.0905
H  -2.406  -5.343  -0.622  0.1544
H  -1.881  -4.494  -2.187  0.1118